Formula: C39H66N7O5S4
Source: the OMol25 dataset
Level of theory: ωB97M-V with the def2-TZVPD basis set

## Properties
orbital gap = 7.56 eV
total charge = -1
lowest unoccupied orbital energy = 1.819 eV

Geometry as XYZ:
```
121
Properties=species:S:1:pos:R:3:forces:R:3
S -4.24568 -5.32250 1.21476 -0.6 0.1 -0.8
S -3.78245 1.28334 1.40476 0.2 -0.5 0.1
S 3.48235 2.87569 3.97877 -0.1 -0.1 -0.5
S 0.35759 -6.30615 -2.24272 -0.4 0.6 -0.5
O 1.57026 -7.12313 -2.07837 0.7 -0.6 0.0
O -3.75067 -6.49170 1.96104 0.4 -0.6 0.7
O 4.41134 3.45086 4.98144 0.2 0.2 0.6
O 0.03665 1.25167 -0.66206 -0.1 1.2 -0.4
O -4.50666 0.35797 0.47764 -0.2 0.1 -0.2
N -3.22738 -1.31172 -1.46669 -0.1 -1.0 0.5
N 2.00336 3.59689 -0.75529 -0.2 0.2 -0.1
N -2.02877 2.87087 -1.72631 -0.4 -0.1 0.5
N -0.11173 -6.47641 3.11859 -0.2 0.3 0.6
N 6.73304 1.33597 -3.13622 0.1 -0.1 0.0
N 0.80894 1.81846 -3.43571 -0.9 -0.1 0.4
N -0.64950 2.83722 1.97455 -0.2 -0.3 -0.6
C 0.00157 -0.66719 0.75235 -0.3 0.2 0.2
C -4.12260 -3.07999 -2.48896 0.8 -0.3 0.2
C -5.58021 -4.57250 2.13246 -0.9 0.8 0.1
C -0.13006 1.68938 -4.43622 0.5 -0.1 0.7
C -0.83122 -6.90216 -1.04162 -0.3 0.2 0.4
C -3.80307 3.82216 -2.64680 -0.4 0.7 -0.4
C -2.76479 -2.91965 -2.93906 -0.3 0.5 0.9
C -4.99990 2.23264 2.28954 -0.5 0.6 0.2
C -1.39521 4.61440 3.06792 0.1 0.0 0.0
C 4.54257 2.36010 2.63387 0.1 0.1 -0.6
C 0.99221 -7.25607 3.31085 -0.2 -0.3 0.2
C 0.76317 0.16708 -0.29148 0.0 -1.2 0.6
C 2.07288 -6.61020 2.78815 0.2 -0.4 -0.8
C -1.16818 4.08875 1.80989 0.0 -0.2 0.5
C -0.97519 3.63962 4.02791 -0.1 0.3 -0.4
C 0.26384 -5.31089 2.52769 0.2 -0.2 -0.6
C -2.23265 -1.83704 -2.24197 -0.7 -0.2 -1.0
C -3.38030 2.72655 -1.96548 0.9 -0.6 0.0
C -4.34180 -2.13948 -1.51450 0.4 1.2 -0.7
C 1.59180 -5.41971 2.19187 -0.3 1.0 0.6
C 2.13819 0.51172 0.28032 0.1 0.6 -0.1
C 0.62561 -4.77863 -1.37022 -0.6 0.3 1.7
C -2.69598 4.70522 -2.77878 0.2 0.2 0.2
C -3.09175 -4.00599 1.42080 1.0 0.4 -0.4
C 2.85544 5.56238 -0.16896 0.6 -0.1 -0.2
C 2.70042 4.26153 3.14819 0.0 0.1 -0.4
C 0.49107 1.98904 -5.61423 0.2 0.0 -0.1
C 1.70011 4.87534 -0.35190 -0.7 -0.6 -0.2
C 3.35824 3.46832 -0.86471 -0.1 0.4 0.3
C -1.63350 4.09945 -2.16296 0.3 -0.4 -0.3
C 5.40603 1.15870 -3.45110 0.4 0.1 0.0
C -0.55040 2.55544 3.31085 0.5 -0.5 -0.5
C 1.85573 2.29691 -5.30464 -0.4 0.3 -1.0
C 5.86497 0.14897 -1.49388 -0.4 0.1 0.2
C 1.99156 2.22659 -3.95590 0.2 -0.6 0.5
C 4.84061 0.43346 -2.44747 0.0 -0.2 0.3
C 3.91805 4.66967 -0.50410 0.2 0.3 0.1
C -3.40156 0.26990 2.84082 0.1 0.4 0.6
C 7.01951 0.72045 -1.94537 -0.3 0.2 0.0
H -0.48385 2.19076 1.17242 0.1 0.4 0.5
H 3.79615 0.17837 -2.39604 0.0 -0.2 0.0
H -1.38154 2.14324 -1.39236 -0.2 0.1 0.3
H -2.62623 5.66542 -3.25935 -0.3 0.1 0.0
H -1.13512 1.37872 -4.20443 0.0 0.1 0.0
H 4.97789 1.50408 -4.37535 0.0 0.2 0.0
H 1.44645 -4.14945 -1.68234 0.1 -0.1 -0.6
H -4.51777 2.74136 3.12780 0.1 0.0 -0.1
H -2.81210 -3.84130 2.46225 -0.3 0.0 0.1
H 0.63982 1.61919 -2.43883 -0.3 0.0 -0.2
H -4.29609 0.18255 3.45932 0.0 -0.2 -0.1
H 3.42980 5.05954 3.00228 0.1 -0.1 0.3
H -0.91654 -1.04702 0.29550 0.1 -0.2 0.1
H -1.28081 -1.34341 -2.36397 0.0 0.0 0.2
H 2.04578 1.22480 1.11266 -0.2 -0.2 0.0
H -3.05570 -0.70482 2.53382 0.2 -0.2 -0.3
H -6.22013 -4.03357 1.42237 0.2 -0.1 -0.1
H -2.63179 0.79088 3.41102 0.1 -0.1 0.0
H -1.30130 4.46729 0.81064 -0.2 0.1 0.1
H -3.93226 1.85926 -1.64042 0.1 -0.1 -0.1
H -1.80858 5.58396 3.29773 0.1 0.0 -0.1
H -5.26102 -3.82857 2.86478 0.2 -0.3 0.1
H 3.80575 2.53498 -1.16308 0.1 0.1 0.0
H -1.03363 -6.62713 3.48707 0.0 -0.2 0.0
H -2.18681 -4.31428 0.88912 -0.1 0.0 0.0
H 0.68249 5.21864 -0.26568 0.0 -0.2 0.1
H -5.78542 1.57482 2.66746 0.1 -0.1 -0.1
H -5.43352 2.98832 1.63672 0.1 -0.1 -0.1
H -0.26576 -7.23854 -0.17062 0.0 -0.1 -0.1
H 2.74352 1.05176 -0.45497 0.0 -0.4 0.0
H 2.92468 6.59004 0.13982 0.1 0.1 0.0
H 5.12844 3.21034 2.28008 0.0 0.1 0.2
H 1.86944 4.58069 3.77312 0.0 0.1 0.0
H 2.60982 2.56418 -6.02508 0.1 0.1 0.0
H 0.00006 2.00723 -6.57361 0.2 0.0 -0.1
H 3.96890 2.00249 1.77808 -0.1 -0.1 0.2
H 2.83103 2.31592 -3.29031 0.2 0.2 -0.2
H -6.21646 -5.32181 2.59897 0.3 -0.2 0.0
H 7.38626 1.92102 -3.61825 0.0 0.0 -0.3
H 5.73970 -0.35414 -0.54996 0.0 -0.1 0.0
H 0.90115 -0.55827 -1.12474 0.3 0.2 -0.2
H 5.20495 1.58437 3.01206 -0.1 0.0 0.0
H -3.44812 -3.10562 0.91598 -0.1 0.0 0.1
H 0.59660 -1.46999 1.19797 -0.1 -0.2 -0.2
H -0.32499 -4.23570 -1.30910 0.2 0.2 -0.6
H 3.05802 -7.03810 2.71664 0.1 0.1 0.0
H -1.43058 -7.69161 -1.48178 0.1 -0.2 0.0
H 2.33981 4.00341 2.15007 -0.2 -0.3 0.1
H -0.31450 -0.02634 1.57701 0.0 0.2 0.2
H 0.93614 -8.22087 3.78064 -0.1 -0.1 0.1
H 1.33650 2.83600 -0.91501 -0.1 0.1 0.3
H 2.67407 -0.36925 0.63685 0.1 0.0 -0.1
H 0.79749 -5.04600 -0.31539 0.3 -0.1 -0.3
H -5.21727 -1.85064 -0.95956 -0.1 -0.1 0.0
H -0.60222 4.40487 -2.07066 0.0 0.0 -0.1
H -3.20244 -0.46418 -0.91206 0.0 -0.2 0.1
H -2.25556 -3.53098 -3.66156 0.1 0.0 -0.1
H -1.48922 -6.09038 -0.72350 0.0 -0.1 -0.2
H 4.96930 4.90499 -0.46575 0.0 -0.1 -0.1
H -4.79564 3.95693 -3.04368 -0.1 0.1 0.1
H -4.82265 -3.83050 -2.82353 0.0 0.0 0.1
H 2.09753 -4.63110 1.65789 0.4 -0.2 0.1
H 7.98624 0.79415 -1.48102 0.1 0.0 -0.1
H -0.11423 1.61369 3.60663 0.0 0.1 0.2
H -0.41828 -4.48881 2.42150 -0.1 0.0 -0.2
H -0.90151 3.76256 5.09433 -0.2 0.0 0.1
```
Forces are in eV/Å.